No. 1
{"formula": "C3H5Br", "method": "ωB97M-V/def2-TZVPD", "symbols": ["C", "C", "C", "Br", "H", "H", "H", "H", "H"], "positions_angstrom": [[-0.428768, 1.200117, -0.319838], [-0.310123, -0.246996, -0.440023], [0.781677, -1.185070, 0.719382], [0.901674, -3.007451, 0.602040], [0.254032, 1.600472, 0.425096], [-1.451223, 1.467035, -0.031188], [-0.231524, 1.677929, -1.283589], [-0.732360, -0.873250, -1.197380], [1.216614, -0.632786, 1.525500]], "forces_ev_per_angstrom": [[-0.2, 0.3, -0.1], [4.5, -4.1, 4.7], [-4.5, 3.9, -4.8], [0.0, -0.2, 0.0], [0.0, 0.1, 0.0], [0.0, 0.1, 0.0], [0.0, 0.1, 0.0], [-0.2, -0.2, -0.3], [0.2, 0.0, 0.3]], "e_tot_ev": -73230.3699, "fmax_ha_per_bohr": 0.14991, "smiles": "C/C=C/Br", "orbital_gap_ev": [8.7, 8.6], "lumo_ev": [0.61, 0.40], "de_lowest_kcal_mol": 75.13}

No. 2
{"formula": "C9H5N8O6S", "method": "ωB97M-V/def2-TZVPD", "symbols": ["O", "N", "O", "C", "C", "C", "N", "O", "O", "C", "N", "N", "N", "N", "C", "H", "H", "C", "C", "O", "N", "C", "S", "N", "C", "O", "H", "H", "H"], "positions_angstrom": [[-3.231598, 1.921190, 1.926092], [-2.008725, 2.128879, 1.937321], [-1.516980, 3.280124, 2.017844], [-1.054410, 1.024304, 1.836211], [0.303725, 1.259558, 1.686570], [1.217305, 0.184313, 1.647356], [2.632365, 0.395176, 1.749606], [3.123575, 1.539506, 1.732159], [3.325683, -0.648598, 1.865927], [0.798447, -1.146361, 1.723633], [-0.546379, -1.336620, 1.818320], [-1.175939, -2.537552, 2.013503], [-2.423278, -2.256824, 2.270859], [-2.661419, -0.923237, 2.280341], [-1.499462, -0.333721, 1.955691], [0.684519, 2.276634, 1.665189], [1.417690, -1.983824, 1.416036], [1.493938, -2.408985, 3.718664], [0.743405, -1.547409, 4.572000], [0.707092, -0.308682, 4.522721], [-0.048145, -2.182071, 5.565556], [-0.226690, -3.527452, 5.763349], [-1.449385, -4.173913, 6.717783], [0.696060, -4.266026, 5.057334], [1.559705, -3.807677, 4.021517], [2.297819, -4.629362, 3.471786], [2.329250, -1.985034, 3.167553], [-0.673184, -1.570120, 6.082871], [0.627734, -5.273196, 5.185335]], "forces_ev_per_angstrom": [[2.3, -0.2, 0.0], [-0.7, 1.9, 0.0], [-0.7, -2.0, -0.2], [0.5, -0.4, -0.1], [-0.7, 0.1, 0.5], [-0.8, -0.6, 0.6], [2.4, -0.3, -0.1], [-1.3, -1.8, 0.0], [-1.1, 2.1, -0.4], [0.0, -0.1, -1.3], [-1.2, 0.4, 0.1], [-0.8, 0.5, 0.0], [1.7, 0.6, -0.2], [0.9, 0.2, -0.7], [-0.3, -0.8, 0.8], [-0.1, -0.2, 0.0], [-0.4, 0.3, 0.2], [0.1, 0.2, 1.3], [0.6, 0.0, -0.1], [-0.2, -0.4, 0.1], [-0.8, -0.2, 0.3], [0.8, 0.4, -0.9], [0.7, 0.2, -0.2], [-0.9, -0.3, 0.4], [0.3, 0.0, -0.5], [-0.5, 0.3, 0.4], [-0.1, -0.2, 0.5], [0.2, -0.2, -0.2], [0.1, 0.4, -0.2]], "e_tot_ev": -44450.9284, "total_charge": -1, "fmax_ha_per_bohr": 0.04762, "orbital_gap_ev": 6.1, "lumo_ev": 0.86}